[1]
A molecular structure, C36H74F8N9O5PS2, computed with ωB97M-V/def2-TZVPD.

```
135
Properties=species:S:1:pos:R:3:forces:R:3:mulliken_charge:R:1
N -0.377 4.901 1.135 1.58 -1.94 -0.45 0.57
H -2.704 1.400 -2.710 -0.60 0.73 0.17 0.96
C -2.850 0.850 -1.781 0.72 -0.94 -0.31 -0.13
P 1.859 2.134 -3.157 4.08 -0.68 -3.97 1.94
H -2.191 -5.567 -2.653 0.08 0.16 -0.10 0.41
C -2.448 -0.151 1.359 -0.88 0.78 -0.88 -0.59
H -0.372 -7.631 -6.340 -0.07 0.34 -0.14 0.34
C -0.334 4.659 -0.187 -0.27 -1.20 0.19 -0.54
N -1.232 -3.957 -3.682 -0.37 1.26 1.16 0.54
H 0.324 -4.195 -5.018 0.17 -0.08 -0.10 0.42
C 2.954 0.937 0.791 2.09 -0.06 -0.40 0.58
H -0.665 -2.216 -4.772 -0.01 0.15 0.12 0.41
N 0.159 -0.243 3.617 -0.01 -3.73 1.86 0.60
H 1.600 -0.516 0.156 -0.52 -0.42 -0.45 -0.55
H -0.305 -2.033 -0.940 -0.35 -1.54 -0.30 -0.50
N 0.134 3.376 -0.450 -2.26 6.04 4.46 0.70
H 0.479 3.754 2.791 -0.21 0.28 -0.20 1.17
H -1.141 0.022 -0.688 0.72 -0.88 -1.04 1.12
C -2.068 6.658 1.554 -0.78 -0.06 -1.17 -0.96
O 0.450 0.701 1.248 -3.72 -1.55 -2.22 0.53
H -3.038 -4.011 -2.497 0.06 0.02 -0.31 0.29
H -4.859 -0.249 0.547 -0.15 0.12 -0.08 0.43
F 1.629 -2.326 1.017 0.88 -2.11 -2.33 0.10
H 0.439 -6.278 -3.784 -0.20 -0.07 0.05 0.05
H 5.515 2.478 1.957 -0.02 0.02 -0.24 0.58
C -0.666 6.153 1.794 0.68 1.67 -0.07 -0.70
O 1.257 -5.137 -1.992 4.30 -2.07 1.04 -0.43
H 1.767 -3.391 5.715 1.15 -0.76 -0.58 0.40
C -4.314 0.448 -1.444 0.73 0.27 -2.24 -1.03
H -1.693 0.889 3.792 0.51 -3.06 0.25 0.62
O 3.596 -4.204 -2.193 -2.31 -0.18 1.18 -0.57
H -2.982 -4.901 -4.099 -0.71 -0.07 0.42 0.40
C -0.958 -2.552 -1.642 -0.60 -1.51 -0.95 0.45
C -1.462 -2.410 -4.055 0.37 -1.45 -0.11 -0.98
H -2.205 6.794 0.481 0.18 0.00 -0.26 0.35
H 4.699 0.713 4.120 0.09 -0.07 -0.22 0.47
H 0.218 0.871 -1.442 -0.76 -3.61 1.32 0.06
H -3.259 3.680 3.858 0.01 0.29 0.16 0.51
F 1.567 3.764 -3.168 3.00 -0.04 -1.93 -0.41
H 0.222 -3.711 5.595 -0.69 -0.78 -0.84 0.37
H 1.102 -7.693 -5.428 0.03 0.09 -0.04 0.36
H -2.321 7.648 1.932 0.33 -0.26 0.58 0.45
C -0.015 2.808 -1.732 -2.48 3.39 6.27 -1.88
H 3.618 -0.740 -1.755 0.34 0.40 0.19 0.16
H -1.816 -2.807 -1.021 -0.22 -0.60 -0.21 0.24
H 0.853 -6.323 -6.499 -0.08 -0.07 -0.11 0.38
H -5.132 1.494 0.239 -0.21 -0.27 -0.06 0.42
H -1.160 2.646 1.878 -1.68 0.30 -0.31 0.44
F 0.293 1.735 -2.935 1.85 -6.45 -13.26 -0.20
H -2.263 -0.017 -2.088 -0.65 1.54 1.51 -0.96
C 1.060 -3.590 4.910 -0.25 0.42 1.90 -0.95
H -3.781 2.978 1.126 0.13 -0.11 -0.46 0.56
C -1.367 -1.579 -2.757 -0.80 -2.09 -1.50 1.82
C -3.358 2.117 1.644 0.92 0.79 0.42 -1.56
H 5.684 1.685 -0.755 -0.03 -0.11 0.18 0.62
H 3.278 0.669 5.072 -0.44 -0.17 -0.12 0.41
H 2.254 0.405 -1.605 1.67 -1.88 1.58 0.23
H -2.679 2.562 -0.837 -0.21 0.60 1.33 0.95
H -1.174 -4.618 -5.781 -0.57 0.18 0.32 0.51
C 3.065 1.792 3.140 0.27 -1.40 1.69 0.25
H 0.587 3.438 -2.386 -3.01 0.42 2.38 1.42
H -0.635 -0.772 -2.717 -0.66 -0.43 -2.21 -0.19
C -2.468 -4.649 -3.172 0.20 0.20 -1.32 -1.06
H -4.536 -0.562 -1.788 0.16 -0.13 0.14 0.34
C 0.544 -0.327 0.348 -0.67 -0.51 -1.47 -1.75
S 2.478 -2.696 -0.325 0.08 -0.18 2.28 1.34
H 3.391 -0.362 3.563 0.17 0.29 0.40 0.28
C -0.272 -6.250 -4.610 -0.35 0.91 0.32 -0.01
H -1.075 2.747 -1.978 0.25 0.49 0.00 0.58
C -0.605 -4.742 -4.859 1.13 0.02 0.37 -0.88
C -0.103 -0.076 -1.008 0.77 -0.51 2.42 -1.43
H 1.977 1.851 3.162 0.11 -0.47 -0.62 -1.10
H -2.833 5.918 1.789 -0.04 0.74 0.13 0.31
C 0.486 2.813 0.745 1.03 6.73 0.16 0.20
C -2.281 1.583 -0.568 -3.05 0.56 -0.51 -2.06
C -2.076 2.593 2.466 -4.07 -0.27 -1.65 1.85
H 1.957 0.548 0.934 1.95 1.43 -0.71 -0.89
C -0.056 -1.335 4.504 2.69 -0.34 -1.29 -0.82
H -1.206 1.720 -0.456 -1.18 -0.73 0.92 -0.92
H 1.495 0.029 1.999 0.17 -1.38 2.52 0.49
N 0.908 -2.342 4.255 -1.63 5.10 -2.51 0.15
H 2.370 -2.605 2.666 0.18 0.41 0.86 0.54
H -0.652 -1.365 5.404 -0.27 0.20 -0.29 0.51
H -1.863 1.774 3.154 -3.01 3.38 -1.57 -1.45
F 3.204 -6.253 -1.053 -0.87 0.81 -0.30 -0.36
H 0.907 1.821 0.816 0.10 0.80 -0.19 -0.14
C -0.305 1.957 4.591 3.80 1.12 1.75 -0.86
F 2.357 0.615 -3.225 -4.91 -1.46 -4.66 -0.24
H 0.784 1.909 4.626 0.41 0.26 0.23 0.27
C 1.160 -0.642 2.776 2.99 -3.20 2.72 0.40
H -0.445 3.012 4.356 -0.44 -0.71 0.71 -0.10
O 1.613 -2.335 -1.454 2.65 -0.09 2.05 -0.29
N 3.749 0.794 -0.319 1.13 2.48 5.67 0.64
H -3.039 -0.296 2.264 0.35 -0.07 0.13 0.47
C -0.313 -3.785 -2.422 -3.30 1.54 -0.99 -1.75
N 2.406 -4.365 0.071 0.23 4.81 0.56 -0.62
H -2.415 -2.318 -4.577 0.02 -0.14 0.07 0.29
H -2.513 4.776 2.642 -0.12 -0.94 0.40 -0.49
O 3.708 -1.987 -0.022 -1.66 -1.54 -0.66 -0.71
N 3.572 1.635 1.786 -0.41 -0.84 -1.64 0.56
C 3.338 0.296 -1.562 1.29 -1.89 0.50 -2.09
F 1.626 2.092 -4.719 -0.87 0.43 -0.43 -0.42
H -0.408 -4.734 -1.894 -0.45 0.96 -0.18 0.60
H -0.510 1.624 5.608 -0.85 0.38 -0.08 0.37
H -1.434 0.234 1.472 -0.13 -0.55 0.38 0.01
H -0.569 1.456 2.536 1.29 -1.75 1.21 -1.04
H 0.672 -3.630 -2.861 -0.90 0.66 0.31 0.79
N -3.155 0.990 0.625 1.25 1.48 -0.06 0.94
H 3.765 0.954 -2.318 0.93 -0.81 1.41 1.32
H -4.149 1.836 2.340 0.07 -0.50 0.09 0.38
C 4.906 1.529 -0.023 -0.68 -0.29 2.26 -0.71
C 3.619 0.591 4.040 0.09 1.48 -0.79 -1.14
C 0.350 -7.006 -5.815 -0.19 0.25 0.54 -1.33
H 3.320 2.726 3.640 0.69 0.19 -0.63 0.62
H -4.947 1.087 -2.059 -0.35 0.02 0.41 0.39
C -2.393 3.859 3.220 0.41 -0.28 0.10 -0.89
H 0.033 -0.920 -1.684 1.48 2.10 1.69 0.64
C 1.703 -1.914 3.159 -3.43 1.73 2.50 -0.60
F 3.410 2.356 -3.429 0.92 2.72 0.37 -0.42
C -4.507 0.631 0.008 0.44 0.50 1.59 -0.41
H 1.267 -4.340 4.146 0.00 -0.29 0.75 0.33
H -1.497 3.956 3.834 -0.79 0.98 0.24 0.03
F 2.125 2.093 -1.518 -0.19 3.27 -1.54 -0.60
H -2.321 -1.078 -2.595 0.20 -1.86 -0.53 0.29
H -2.457 -1.078 0.786 -0.04 0.18 -0.23 0.34
H 0.213 -1.229 0.862 -0.95 0.14 -0.83 1.72
S 2.527 -4.806 -1.382 3.42 -5.77 -3.93 0.88
C 4.807 1.952 1.334 1.15 0.11 -2.69 -0.93
C -0.642 1.024 3.534 1.20 -3.04 1.12 0.10
H -0.320 6.123 2.827 -0.47 -0.46 0.08 0.29
H 0.014 6.885 1.357 0.07 0.12 -0.08 0.49
H -0.647 5.380 -0.928 -0.06 -0.21 -0.08 0.53
H 0.416 1.822 -1.559 -1.25 4.86 3.89 -0.58
H -1.206 -6.709 -4.287 0.14 -0.38 -0.01 0.34
C 0.206 3.796 1.747 1.77 -0.83 -2.33 -0.96
```
Positions in Å, forces in eV/Å.

Properties
E_LUMO in eV: -4.41
Total charge: +2
Kohn-Sham gap in Eh: 0.30679
Energy in eV: -114838.930

[2]
A molecular structure, C36H75AlNO10, computed with ωB97M-V/def2-TZVPD.

```
123
Properties=species:S:1:pos:R:3:forces:R:3:mulliken_charge:R:1
H 4.364 -5.414 2.253 -0.45 1.17 -2.14 0.04
H -2.021 0.426 0.391 0.03 -0.04 -0.01 0.35
H -3.752 -1.474 1.251 0.05 -0.01 0.03 0.34
C 2.153 2.541 2.006 0.36 -0.32 0.07 -0.52
H -8.984 4.573 -1.618 0.12 0.00 -0.12 0.30
H 1.186 -1.942 -6.406 0.04 0.02 -0.12 0.31
H 4.092 1.353 4.667 0.00 -0.05 0.06 0.11
H -1.338 -5.085 -4.078 -0.05 0.12 0.07 0.40
C 2.564 -0.892 4.233 -0.45 -0.23 -0.55 0.10
O -1.649 -1.920 -3.186 -0.15 -0.12 -0.35 -0.42
H -9.324 6.791 -4.698 0.05 0.08 0.08 0.27
H 6.654 -6.227 2.576 1.54 1.57 -1.19 0.22
H -2.421 -3.421 0.722 -0.13 -0.06 0.04 0.27
H -1.515 -3.506 -1.852 0.13 0.14 -0.06 -0.01
H -2.772 -3.575 -5.813 0.07 0.08 0.05 0.41
H 4.146 -2.836 0.087 1.22 -1.60 1.66 0.16
H 3.945 -5.607 0.339 0.35 1.61 2.04 0.21
C -5.983 2.285 -4.201 -0.55 0.12 0.34 -0.17
H 1.928 0.719 5.566 0.07 -0.08 -0.06 0.12
C 0.435 2.636 3.575 -0.14 -0.45 0.06 -0.46
H 1.927 -6.968 2.094 -1.27 0.63 -0.69 0.17
C -4.490 2.485 -4.245 0.40 0.42 -0.18 -0.72
H -0.738 -1.176 -10.010 0.12 -0.08 -0.03 0.29
H 2.287 1.908 1.124 -0.01 -0.06 0.17 0.32
O 0.896 -2.408 -9.663 -0.06 0.23 0.25 -0.41
H -0.234 4.634 2.995 0.07 -0.08 0.03 0.34
H 0.022 -0.552 1.237 0.06 0.11 -0.02 -0.10
H -6.275 1.432 -6.169 -0.11 0.04 -0.01 0.28
O -0.618 -2.492 1.038 -1.05 0.66 0.06 -0.05
C -9.673 6.381 -2.624 -0.33 0.14 0.55 -0.51
H 1.231 -3.698 0.553 0.38 -0.10 -0.45 -0.11
H -0.838 -1.426 -7.642 0.05 0.09 -0.03 0.03
H -0.527 2.246 3.228 -0.07 0.05 0.07 0.26
H 0.789 -3.672 -8.048 0.08 -0.02 0.08 0.23
H 3.141 2.812 2.394 0.05 0.02 -0.09 0.27
H 7.446 2.544 10.262 -0.09 0.04 -0.08 0.32
H -9.419 4.348 -3.327 -0.09 -0.03 0.07 0.26
H -3.030 0.991 -4.871 -0.14 -0.09 0.04 0.16
H -1.041 -3.237 -5.624 -0.07 -0.01 -0.01 -0.08
H 0.548 3.534 0.978 0.11 0.03 0.04 0.25
C -8.971 5.041 -2.606 0.12 -0.45 -0.07 -0.45
O 6.569 -5.877 -0.296 0.50 6.30 6.02 -0.57
H -6.553 3.165 -4.508 0.04 -0.10 0.10 0.14
C 1.404 -2.832 -8.390 -0.03 -0.42 -0.12 -0.38
C 0.225 -1.153 -9.491 0.10 0.01 -0.42 -0.50
C 7.394 -5.448 2.082 -0.88 0.26 -0.22 -0.76
H -3.364 -1.781 -4.306 0.00 0.04 -0.17 0.13
Al 1.917 -4.577 1.690 0.20 -0.94 -0.31 -0.38
H 0.848 -0.375 -9.945 -0.07 0.09 0.00 0.26
O -7.615 5.277 -3.011 -0.29 0.27 -0.04 -0.35
O 1.469 1.805 3.030 -0.21 0.64 -0.13 -0.20
C 2.698 -0.053 5.485 -0.34 -0.13 0.36 -0.44
C -1.941 -0.662 0.328 -0.18 0.21 -0.60 -0.08
C -3.982 1.062 -4.338 0.22 -0.35 0.18 -0.05
H 1.736 -3.882 3.126 -0.02 0.01 0.33 -0.19
H -10.749 6.296 -2.797 0.12 -0.02 0.04 0.32
C 5.277 2.509 10.552 -0.17 -0.41 0.48 -0.54
C 1.284 -1.649 -7.454 0.54 0.13 0.34 -0.59
H -4.092 3.024 -3.382 -0.03 -0.09 -0.10 0.38
H -6.290 2.014 -3.184 -0.01 0.07 -0.12 0.20
C -0.525 -1.162 0.510 0.47 -0.25 0.18 -0.12
H 6.592 1.444 8.286 0.11 0.04 -0.01 0.29
H 4.536 0.814 6.298 -0.04 0.02 -0.10 -0.06
H 6.596 4.048 9.858 0.05 -0.11 0.00 0.26
H 0.025 0.121 -7.726 -0.01 -0.11 -0.05 0.37
H 2.213 -0.292 3.388 -0.03 -0.13 0.22 -0.14
H -6.959 6.593 -4.476 0.01 -0.09 0.13 0.26
H 2.436 -3.177 -8.501 -0.12 0.01 -0.10 0.28
H 2.168 -1.006 -7.549 -0.07 -0.10 0.06 0.33
H 5.351 1.443 10.799 -0.04 0.12 0.01 0.27
H 5.207 -1.359 5.477 0.12 0.04 0.08 0.33
C -7.522 6.607 -3.538 0.45 -0.05 0.13 -0.37
H -4.216 3.038 -5.151 0.02 -0.02 0.10 0.28
H 5.077 3.060 11.474 -0.01 -0.06 -0.10 0.33
C -1.973 -2.728 1.443 0.39 -0.31 -0.10 -0.60
H -3.861 0.618 -3.344 0.13 0.05 0.00 0.14
H 1.388 4.559 3.710 -0.10 -0.03 -0.03 0.28
C -2.004 -3.267 -5.100 0.19 0.04 -0.60 -0.23
H 5.670 -0.341 4.094 -0.04 -0.11 -0.04 0.27
H -9.018 8.196 -3.658 0.04 -0.12 -0.02 0.33
H 8.414 -5.999 1.812 -2.33 1.39 0.48 0.29
H 7.524 -4.577 2.853 -0.08 -1.59 -1.63 0.24
H 3.375 2.026 9.599 0.07 0.06 -0.14 0.27
H -0.145 -3.300 -2.966 -0.03 -0.11 0.11 0.27
C 4.706 -3.452 0.942 -2.33 0.03 1.08 0.04
C 0.074 -0.936 -8.001 -0.60 0.15 0.18 -0.20
C 4.214 2.720 9.495 -0.34 0.13 -0.30 -0.40
H -2.904 -4.440 -3.550 0.11 -0.02 -0.03 0.29
O 4.848 2.525 8.223 0.19 0.09 0.41 -0.36
N 1.154 -6.385 1.653 1.57 -0.40 -0.77 -0.54
H 6.765 3.104 7.675 -0.14 -0.08 -0.01 0.32
H -7.044 0.500 -4.865 0.12 -0.06 -0.06 0.26
H -1.915 -1.088 -5.069 0.01 0.01 0.11 -0.08
H 1.885 -1.739 4.367 0.21 -0.03 -0.15 0.15
H -2.326 -0.978 -0.649 0.08 0.07 0.03 -0.11
H 4.688 -2.733 1.893 0.10 -1.69 -1.90 -0.06
H 0.039 -1.176 -0.427 0.02 -0.12 0.11 0.26
C -6.172 1.105 -5.128 0.01 -0.26 -0.31 -0.57
H 3.826 3.744 9.521 -0.06 0.00 0.09 0.26
C -8.939 7.107 -3.721 -0.12 0.26 -0.59 -0.55
C 0.679 4.037 3.056 -0.01 0.48 0.45 -0.57
C -1.236 -3.260 -2.881 0.42 0.04 0.41 -0.12
C 4.831 -0.665 4.717 -0.04 -0.47 -0.25 -0.65
O -4.983 0.308 -5.036 -0.13 0.31 0.05 -0.34
C -2.290 -1.922 -4.469 -0.25 0.29 0.29 0.05
C 6.526 2.954 9.837 0.46 0.46 0.06 -0.53
H 2.636 -0.694 6.373 -0.03 0.05 -0.04 0.34
C -2.676 -1.388 1.425 -0.37 0.18 0.52 -0.59
C 3.948 -4.867 1.276 0.64 0.38 -0.41 -0.32
C 6.631 -4.940 0.691 -0.37 -3.99 -4.39 0.64
H -2.522 -0.873 2.380 -0.05 -0.07 -0.04 0.27
H -6.976 7.218 -2.811 0.02 0.08 -0.07 0.26
C -1.900 -4.165 -3.895 -0.29 -0.48 0.25 -0.71
H 1.913 4.608 1.341 -0.04 -0.11 0.02 0.34
C 6.268 2.481 8.423 -0.02 -0.28 -0.40 -0.48
C 1.320 3.771 1.719 -0.14 0.10 -0.62 -0.54
H -1.987 -3.196 2.431 0.13 -0.04 -0.11 0.31
O 3.877 -1.373 3.912 0.31 0.36 0.40 -0.21
C 4.095 0.495 5.350 0.37 0.57 0.06 0.12
H -9.519 6.897 -1.669 -0.06 -0.07 -0.08 0.26
O 6.104 -3.580 0.504 1.71 -3.75 0.70 -0.36
H 0.459 2.584 4.668 0.05 -0.11 -0.09 0.24
H 1.176 -6.685 0.631 -0.02 0.38 1.60 0.15
```
Positions in Å, forces in eV/Å.

Properties
E_LUMO in eV: 1.78
Total charge: -1
Kohn-Sham gap in Eh: 0.21702
Energy in eV: -67104.942